(1)
Here is a molecular structure, C50H58NOP2Si3TeTi from the OMol25 dataset. Energies are from ωB97M-V/def2-TZVPD.

total charge = +1
orbital gap = 6.0 eV
E_LUMO = -0.1432 Ha
ΔE to the lowest compared entry with this formula, charge and spin = 0.0 kJ/mol

The geometry in XYZ format:
```
117
Properties=species:S:1:pos:R:3:forces:R:3
Ti 0.7230 -0.0024 -0.5254 0.83 0.43 -0.53
Te -3.0910 -0.4023 3.0267 -0.23 0.82 -0.57
C -4.5166 1.1626 2.6763 0.13 -0.37 0.19
C -5.6148 0.9405 1.8574 0.01 0.04 -0.04
C -6.5272 1.9724 1.6746 0.04 -0.03 -0.02
N -6.4114 3.1614 2.2549 -0.09 0.10 -0.04
C -5.3757 3.3565 3.0639 0.04 -0.01 0.01
C -4.4073 2.3918 3.3127 -0.02 -0.03 0.06
C -1.7191 0.0924 1.4581 1.22 -0.96 0.68
P -1.2564 -1.2842 0.4209 -1.64 0.35 -0.19
C -1.6889 -2.8851 1.2010 0.66 -0.03 0.09
C -2.5239 -3.8054 0.5721 0.03 0.03 -0.03
C -2.8480 -4.9966 1.2046 -0.02 -0.05 0.04
C -2.3349 -5.2887 2.4591 0.01 0.01 -0.04
C -1.4956 -4.3795 3.0875 0.03 0.00 0.09
C -1.1717 -3.1889 2.4616 -0.01 0.06 0.00
C -2.3997 -1.3556 -1.0220 0.30 -0.02 -0.10
C -3.7137 -0.9211 -0.9136 0.06 0.06 0.12
C -4.5332 -0.8906 -2.0314 -0.02 -0.02 -0.01
C -4.0431 -1.3052 -3.2623 -0.04 -0.01 -0.03
C -2.7346 -1.7529 -3.3763 0.02 -0.03 -0.06
C -1.9144 -1.7727 -2.2597 -0.10 -0.05 0.18
P -0.2744 1.1349 1.5357 -1.37 0.87 0.16
C -0.6830 2.7981 0.8406 0.40 -0.10 -0.15
C 0.2354 3.4149 -0.0078 -0.04 0.00 0.17
C -0.0291 4.6624 -0.5505 0.05 0.01 -0.03
C -1.2165 5.3080 -0.2377 0.00 0.04 0.01
C -2.1303 4.7041 0.6153 -0.05 0.02 0.00
C -1.8658 3.4525 1.1503 -0.02 -0.15 0.01
C 0.2370 1.7504 3.1895 0.52 -0.44 -0.12
C 0.9915 2.9251 3.2524 -0.06 0.03 -0.01
C 1.4189 3.4219 4.4720 0.04 0.01 0.00
C 1.0952 2.7575 5.6467 0.01 -0.02 0.00
C 0.3703 1.5776 5.5901 0.01 -0.03 0.04
C -0.0329 1.0620 4.3677 -0.01 -0.07 -0.04
H -5.7740 -0.0167 1.3777 -0.02 0.02 0.00
H -7.3926 1.8352 1.0348 0.01 -0.02 0.01
H -5.3202 4.3308 3.5384 0.03 -0.03 0.02
H -3.5925 2.5963 3.9962 0.00 0.02 -0.02
H -2.9350 -3.5949 -0.4041 0.00 -0.03 -0.01
H -3.5091 -5.6976 0.7124 0.01 0.00 -0.01
H -2.5800 -6.2238 2.9448 -0.03 0.01 0.00
H -1.0885 -4.6031 4.0652 0.00 0.01 0.00
H -0.5104 -2.4887 2.9590 -0.10 -0.09 0.02
H -4.0800 -0.5803 0.0476 -0.02 0.01 -0.04
H -5.5536 -0.5396 -1.9438 0.00 0.00 0.00
H -4.6804 -1.2813 -4.1366 -0.01 0.02 0.01
H -2.3543 -2.0736 -4.3380 0.01 0.01 0.02
H -0.8846 -2.1045 -2.3472 -0.04 0.00 -0.08
H 1.1731 2.9152 -0.2366 -0.01 0.04 -0.06
H 0.6840 5.1278 -1.2196 0.01 0.01 0.02
H -1.4272 6.2855 -0.6513 -0.01 -0.01 -0.02
H -3.0539 5.2103 0.8668 -0.01 -0.01 -0.01
H -2.5875 2.9735 1.7976 -0.03 0.02 -0.01
H 1.2368 3.4657 2.3479 -0.02 0.03 0.05
H 2.0056 4.3305 4.5026 -0.02 0.01 0.00
H 1.4194 3.1503 6.6013 -0.01 0.01 0.00
H 0.1245 1.0440 6.4989 0.01 0.01 0.00
H -0.5623 0.1233 4.3436 -0.06 -0.03 -0.02
C 3.0528 2.2420 -2.0378 -0.06 0.31 -0.01
O 2.5845 1.0706 -1.3653 -0.40 -0.37 0.15
Si 3.6177 0.0856 -0.4222 0.21 0.08 0.23
C 3.8447 1.2209 1.0811 -0.05 -0.48 -0.14
C 5.2809 -0.2429 -1.2255 -0.42 -0.02 -0.08
C 2.3726 -1.3234 -0.3033 -0.20 0.46 0.00
Si 2.6527 -2.1758 1.3927 0.00 -0.27 0.63
C 1.8647 -1.2279 2.8237 0.11 -0.03 -0.30
C 2.0289 -3.9531 1.5522 0.08 0.18 -0.29
C 4.5053 -2.2599 1.7829 -0.12 0.13 -0.33
Si 2.5245 -2.7076 -1.6249 -0.04 -0.47 -0.29
C 4.1034 -3.7152 -1.3576 -0.14 0.17 0.15
C 1.0105 -3.8498 -1.4780 0.28 0.10 -0.04
C 2.5981 -2.2115 -3.4526 0.05 0.13 0.34
H 3.4960 2.9417 -1.3247 -0.04 -0.04 0.04
H 2.2178 2.7210 -2.5441 -0.03 -0.04 0.03
H 3.8033 1.9681 -2.7806 -0.04 -0.06 0.01
H 4.5150 2.0452 0.8265 0.01 -0.01 -0.09
H 4.2627 0.7298 1.9589 0.00 0.04 0.00
H 2.8843 1.6571 1.3732 0.00 -0.02 0.03
H 5.8570 0.6745 -1.3564 -0.04 0.05 0.05
H 5.1759 -0.7222 -2.2012 0.01 0.00 0.01
H 5.8639 -0.9129 -0.5902 -0.02 0.02 0.03
H 0.7844 -1.1499 2.6960 0.06 0.14 0.02
H 2.2682 -0.2228 2.9465 -0.02 0.04 -0.01
H 2.0388 -1.7647 3.7597 0.05 -0.06 -0.03
H 0.9950 -4.0874 1.2453 -0.05 0.00 0.03
H 2.1025 -4.2503 2.6010 0.04 0.10 0.04
H 2.6380 -4.6504 0.9748 -0.05 0.00 0.06
H 4.9584 -1.2738 1.8969 0.03 -0.04 0.06
H 5.0614 -2.7878 1.0058 0.00 0.00 0.07
H 4.6564 -2.8001 2.7193 -0.08 0.00 0.04
H 4.1276 -4.2120 -0.3873 0.05 0.01 -0.09
H 4.9981 -3.0937 -1.4369 -0.01 -0.02 -0.02
H 4.1763 -4.4913 -2.1219 -0.09 0.02 -0.06
H 1.3002 -4.8300 -1.0959 0.00 0.02 0.03
H 0.5377 -4.0132 -2.4484 0.04 0.05 -0.04
H 0.2568 -3.4495 -0.8011 -0.06 -0.05 0.03
H 3.3203 -1.4176 -3.6590 -0.01 -0.03 -0.06
H 1.6278 -1.9095 -3.8483 0.04 -0.04 0.01
H 2.9178 -3.0880 -4.0203 0.01 -0.09 0.10
C 0.7938 1.8528 -6.1333 -0.09 0.06 -0.02
C 1.5964 0.9827 -5.3726 0.04 -0.06 0.03
C 1.2615 0.6831 -4.0810 -0.04 0.09 0.08
C 0.1059 1.2182 -3.4665 0.10 -0.02 -0.20
C -0.2776 0.8847 -2.1267 0.29 -0.19 0.01
C -1.4633 1.4269 -1.6635 0.08 -0.29 0.11
C -2.2579 2.3083 -2.4176 0.00 0.11 -0.17
C -1.8718 2.6538 -3.6791 -0.06 -0.07 0.10
C -0.6963 2.1011 -4.2403 0.11 -0.09 0.06
C -0.3236 2.4017 -5.5716 -0.01 0.01 -0.02
H 1.0600 2.0809 -7.1566 0.01 0.00 0.00
H 2.4798 0.5455 -5.8217 0.02 -0.01 0.03
H 1.8877 0.0338 -3.4915 -0.04 0.12 -0.08
H -1.8537 1.1705 -0.6902 0.02 -0.02 0.06
H -3.1731 2.6913 -1.9849 0.02 0.03 0.00
H -2.4648 3.3347 -4.2781 -0.02 -0.02 0.00
H -0.9614 3.0678 -6.1404 0.04 0.01 -0.03
```
Forces are in eV/Å.


(2)
Here is C4H11NOS in the gas phase from the OMol25 dataset. Energies are from ωB97M-V/def2-TZVPD.

orbital gap = 9.9 eV
E_LUMO = 0.0329 Ha
SMILES = OCNCCCS
ΔE to the lowest compared entry with this formula, charge and spin = 137.6 kJ/mol

The geometry in XYZ format:
```
18
Properties=species:S:1:pos:R:3:forces:R:3
C -0.3306 0.2420 0.9585 0.50 -0.12 0.23
N -0.9344 -0.7507 0.0761 0.82 0.43 0.29
C -2.3478 -0.5795 -0.0749 0.11 0.09 0.06
O -2.6107 0.1988 -1.2356 0.00 -0.06 0.13
C 1.1830 0.2734 0.8903 1.02 -0.13 0.60
C 1.7627 0.5749 -0.4783 0.96 0.08 -0.85
S 2.6785 -0.8680 -1.2099 -0.65 -0.11 0.53
H -0.6517 1.2487 0.7022 -0.36 0.03 -0.30
H -0.6175 0.0966 2.0029 -0.15 -0.06 0.19
H -0.5884 -1.6593 0.3523 -0.45 -0.19 -0.26
H -2.7313 -0.0387 0.7896 -0.34 0.10 0.15
H -2.8617 -1.5325 -0.1379 -0.03 -0.21 -0.18
H -1.7295 0.4440 -1.5421 -0.11 -0.05 -0.22
H 1.7141 -0.5991 1.2965 -0.66 -0.48 -0.23
H 1.5500 0.9940 1.6334 -0.32 0.41 -0.35
H 2.5705 1.3064 -0.4409 -0.41 0.31 0.28
H 1.0297 0.9183 -1.2143 -0.06 -0.15 0.29
H 2.9150 -0.2693 -2.3679 0.13 0.11 -0.36
```
Forces are in eV/Å.


(3)
Here is a molecular structure, C5H8O2 from the OMol25 dataset. Energies are from ωB97M-V/def2-TZVPD.

orbital gap = 10.2 eV
E_LUMO = 0.0148 Ha
ΔE to the lowest compared entry with this formula, charge and spin = 301.6 kJ/mol

The geometry in XYZ format:
```
15
Properties=species:S:1:pos:R:3:forces:R:3
C 0.2721 -0.8076 1.3545 -0.50 0.61 0.41
C -0.1687 0.1026 0.1472 0.86 -0.79 0.46
C 0.6260 1.4135 0.1270 -0.05 -0.13 -0.01
C 0.1279 -0.8286 -0.9434 -1.02 0.56 -1.92
C -1.5269 0.0215 -1.6774 0.01 -0.32 2.13
O -2.4595 0.1710 -2.3858 2.41 -0.34 1.51
O -1.5406 0.3137 -0.0352 -0.35 -0.13 -2.09
H -0.4221 -1.6441 1.4894 0.05 0.26 -0.02
H 1.2989 -1.2236 1.2775 -0.58 0.45 -0.29
H 0.2516 -0.1644 2.2229 0.00 -0.12 0.56
H 0.4370 1.9727 -0.7978 -0.02 -0.19 0.13
H 0.3186 2.0481 0.9663 0.03 -0.17 -0.13
H 1.7046 1.2265 0.2073 -0.20 0.03 0.01
H 1.2005 -0.9340 -1.2033 -0.79 0.24 -0.82
H -0.3696 -1.7902 -0.8360 0.14 0.04 0.06
```
Forces are in eV/Å.


(4)
Here is 8 unconnected molecules or ions with the total composition C32H88N8O8 from the OMol25 dataset. Energies are from ωB97M-V/def2-TZVPD.

orbital gap = 9.0 eV
E_LUMO = 0.0201 Ha
SMILES = COC[C@H](C)N.COC[C@H](C)N.COC[C@H](C)N.COC[C@H](C)N.COC[C@H](C)N.COC[C@H](C)N.COC[C@H](C)N.COC[C@H](C)N
ΔE to the lowest compared entry with this formula, charge and spin = 345.2 kJ/mol

The geometry in XYZ format:
```
136
Properties=species:S:1:pos:R:3:forces:R:3
C 3.3670 -1.8607 1.3939 0.57 -0.74 -0.69
C 3.8792 -0.4754 0.9684 -0.33 -0.17 0.48
C 4.8868 -0.5236 -0.1859 0.37 1.41 0.42
O 5.3991 0.8380 -0.3873 1.18 -0.81 -1.16
C 6.4616 0.9233 -1.4246 -1.01 -0.54 1.35
N 2.7787 0.3478 0.5772 -1.11 0.51 -0.30
H 2.7336 -2.3085 0.6281 0.12 0.15 -0.51
H 2.7002 -1.9013 2.2552 0.41 0.52 0.33
H 4.2045 -2.5496 1.5043 0.05 -0.21 0.42
H 4.2459 0.0395 1.8564 0.97 -0.21 -0.05
H 4.3931 -0.8695 -1.0940 -0.20 0.03 -0.11
H 5.6970 -1.2115 0.0560 0.32 -0.02 -0.01
H 6.0685 0.9047 -2.4411 -0.33 -0.17 0.00
H 7.1657 0.1025 -1.2875 0.00 -0.20 -0.08
H 7.0451 1.8384 -1.3243 -0.42 0.15 0.40
H 2.1640 0.3874 1.3777 -0.23 0.29 0.35
H 2.2362 -0.2187 -0.0590 -0.28 0.20 -0.90
C -0.6362 0.0883 5.1343 -1.83 0.41 0.04
C -0.3590 0.4195 3.6848 -0.06 0.61 0.61
C -0.5428 1.9215 3.3557 0.38 0.10 -0.58
O -1.8899 2.3869 3.5940 1.46 0.31 -0.35
C -2.0483 3.7598 3.1573 -0.64 -0.94 0.72
N 0.9825 -0.0673 3.4215 1.31 0.59 -1.24
H -1.5565 0.5944 5.4259 -0.20 -0.10 0.24
H 0.1311 0.4345 5.8269 0.24 -0.11 -0.26
H -0.8251 -0.9814 5.2242 0.24 -0.07 0.23
H -1.0511 -0.0341 2.9752 -0.19 -0.63 0.33
H -0.2843 2.1164 2.3148 -0.35 -0.51 -0.66
H 0.2597 2.5243 3.7808 -0.22 0.33 1.24
H -3.1239 3.9347 3.1825 0.00 0.02 -0.09
H -1.6920 3.9454 2.1441 0.24 -0.20 -0.03
H -1.6036 4.4498 3.8742 0.33 0.02 -0.07
H 1.6667 0.6220 3.6986 0.08 0.65 -0.21
H 1.2932 -0.8255 4.0120 -0.79 -0.52 0.11
C 2.3869 -4.9229 6.6098 -0.40 1.36 0.33
C 1.1789 -5.1450 5.7302 0.93 0.03 -0.19
C 0.8989 -3.9269 4.8758 -1.41 0.15 -0.43
O -0.2556 -4.2240 4.0712 -0.55 0.36 -1.98
C -0.3877 -3.5041 2.7799 1.13 0.86 1.43
N 1.5558 -6.2227 4.8630 -0.53 -1.12 -0.59
H 3.1733 -4.4133 6.0531 0.31 -0.46 -0.41
H 2.7403 -5.8640 7.0309 -0.05 0.32 0.21
H 2.1353 -4.1344 7.3190 0.05 -0.42 0.77
H 0.3063 -5.4456 6.3102 -0.08 0.13 0.02
H 1.7634 -3.7906 4.2260 0.21 0.42 0.00
H 0.6364 -3.0490 5.4662 0.42 0.35 0.11
H 0.5421 -3.4477 2.2139 0.27 -1.00 -0.13
H -0.5110 -2.4295 2.9154 -0.48 0.26 0.67
H -1.2230 -3.7867 2.1391 0.23 -0.78 0.51
H 2.4195 -5.9813 4.3985 0.25 -0.03 -0.09
H 0.8490 -6.2666 4.1429 -0.09 -0.36 -0.32
C -0.1630 4.0435 -2.2573 -0.13 1.17 -0.95
C 0.6796 3.7379 -3.5197 -0.47 -1.62 0.55
C 1.5844 4.8707 -3.9603 -0.55 1.05 -0.29
O 2.3302 4.7084 -5.1769 -0.09 -1.45 0.37
C 3.3694 5.6658 -5.3403 -1.27 0.33 0.59
N 1.3906 2.4869 -3.1941 0.38 0.33 -0.72
H -0.7032 4.9811 -2.3891 0.16 0.38 0.05
H 0.4673 4.1433 -1.3736 -0.05 -0.21 0.07
H -0.9835 3.3413 -2.1097 0.51 -0.47 0.01
H -0.0067 3.4530 -4.3171 -0.07 0.28 -0.22
H 2.1940 5.1255 -3.0933 0.58 0.11 -0.05
H 0.9100 5.7064 -4.1470 -0.05 0.50 0.19
H 2.8692 6.6219 -5.1859 0.47 0.54 0.18
H 3.7516 5.6939 -6.3608 -0.03 -0.58 0.12
H 4.1431 5.5012 -4.5903 0.24 0.15 -0.12
H 1.9616 2.3276 -4.0119 0.25 -0.55 -0.34
H 2.0848 2.7094 -2.4952 0.15 -0.08 0.60
C -3.3569 5.2283 -0.3459 -1.89 -0.06 -0.92
C -4.8599 5.4919 -0.7715 1.44 -1.01 -0.13
C -5.7631 4.4087 -0.2062 -0.76 -0.75 0.59
O -5.3300 3.0611 -0.4785 -0.07 0.78 -0.15
C -6.1383 2.0941 0.1653 0.32 -0.47 -0.16
N -5.2606 6.8126 -0.3428 -0.34 0.39 0.29
H -2.7688 6.1113 -0.5960 0.17 -0.10 0.19
H -3.0400 4.3806 -0.9533 0.33 0.00 0.26
H -3.3335 4.9751 0.7140 0.22 0.16 -0.05
H -4.9571 5.4229 -1.8550 0.40 -0.21 -0.32
H -6.7853 4.4864 -0.5768 -0.20 0.31 -0.42
H -5.8947 4.5425 0.8675 0.41 0.08 0.40
H -5.9462 2.0803 1.2381 -0.14 0.12 0.21
H -5.8844 1.1090 -0.2263 0.38 0.08 -0.06
H -7.2100 2.1536 -0.0248 -0.17 0.67 -0.03
H -6.0346 7.1345 -0.9062 -0.41 -0.05 0.09
H -4.5256 7.4609 -0.5867 0.25 0.07 0.18
C -3.9588 -2.4778 2.0549 0.60 0.60 -1.65
C -4.3340 -3.8432 1.5034 0.36 -0.26 0.40
C -3.8584 -4.1244 0.0459 -0.60 0.98 1.69
O -4.5880 -3.2255 -0.7590 0.86 0.65 -0.63
C -3.8805 -2.9660 -1.9925 -0.93 -0.85 0.79
N -3.8401 -4.8126 2.4911 -0.73 -0.93 -0.23
H -4.1940 -2.3859 3.1153 -0.37 0.23 -0.23
H -4.3387 -1.7046 1.3871 -0.51 0.36 0.49
H -2.8847 -2.3273 1.9464 0.31 -0.17 0.22
H -5.4228 -3.8939 1.4931 -0.10 -0.30 0.00
H -4.0379 -5.1480 -0.2831 0.14 -0.21 0.23
H -2.7970 -3.8772 0.0622 0.37 -0.16 -0.47
H -4.4909 -2.2612 -2.5570 0.27 -0.04 -0.02
H -3.8304 -3.9382 -2.4828 0.13 0.06 -0.62
H -2.8615 -2.6187 -1.8225 -0.08 0.33 0.11
H -2.8828 -4.6649 2.7771 0.23 0.19 -0.32
H -4.3652 -4.5844 3.3231 -0.09 -0.41 0.31
C 1.8323 -1.2841 -5.6569 0.02 -0.07 -0.28
C 3.2925 -0.8719 -5.2224 -2.98 -0.39 0.70
C 4.0514 -1.9959 -4.4828 -0.85 0.98 0.17
O 3.2771 -2.2679 -3.2858 0.96 -0.91 -0.06
C 3.9510 -3.2204 -2.4209 0.32 0.33 -1.20
N 3.9847 -0.2047 -6.2877 0.80 -0.46 -0.32
H 1.2045 -0.5019 -6.0837 0.60 0.90 0.03
H 1.1989 -1.5795 -4.8205 0.47 -0.41 0.21
H 1.7411 -2.0174 -6.4582 0.57 -0.52 0.21
H 3.0651 -0.1629 -4.4263 0.17 0.19 0.48
H 5.0061 -1.5408 -4.2187 0.40 -0.26 0.26
H 4.2256 -2.8914 -5.0793 -0.14 -0.14 -0.02
H 3.3309 -3.6145 -1.6157 -0.32 0.55 -0.15
H 4.8615 -2.7695 -2.0262 -0.02 0.07 0.26
H 4.2770 -4.0723 -3.0177 -0.06 -0.21 -0.11
H 4.8003 0.2347 -5.8855 0.30 0.16 -0.19
H 3.4089 0.5405 -6.6526 -0.11 0.00 -0.07
C -0.0174 -2.2349 -0.5506 -0.74 0.95 0.95
C -0.1851 -1.0248 -1.4595 1.24 -0.89 -1.03
C -0.7546 0.2034 -0.7437 -0.55 0.51 -1.17
O -2.1216 0.0012 -0.4120 -0.68 0.37 0.54
C -2.6990 1.1096 0.3471 0.70 -1.49 0.23
N 1.1548 -0.7257 -2.0059 -0.32 0.48 1.04
H 0.6323 -1.8945 0.2557 0.21 -0.43 0.16
H 0.3346 -3.1546 -1.0179 0.15 0.23 -0.18
H -0.9988 -2.4144 -0.1116 -0.08 -0.32 0.15
H -0.7842 -1.4095 -2.2848 -0.89 0.67 -0.08
H -0.7645 1.0895 -1.3784 0.39 -0.05 -0.76
H -0.0702 0.5452 0.0327 -0.16 -0.54 0.96
H -2.5961 2.0885 -0.1210 0.56 0.00 -0.04
H -2.2340 0.9743 1.3236 0.06 1.00 0.20
H -3.7689 1.0037 0.5265 0.10 -0.63 -0.48
H 1.1989 0.1424 -2.5203 -0.07 0.04 -0.25
H 1.5849 -1.4949 -2.4993 -0.12 0.13 -0.10
```
Forces are in eV/Å.


no.,E_tot (eV)
1,-128944.437
2,-18698.493
3,-9406.707
4,-62905.189